Here is the ion C6H13N with charge +1 from the OMol25 dataset. Energies are from the ωB97M-V functional and the def2-TZVPD basis.

Geometry as XYZ:
```
20
Properties=species:S:1:pos:R:3
C 1.67467 2.15317 1.49333
C 2.03744 0.90355 0.46674
C 0.77907 0.60170 -0.43943
N -1.72898 -0.22756 -1.46899
C -1.06826 -1.06373 -0.61382
C 0.03822 -0.66065 0.10343
C -2.11496 -2.26588 -0.15249
H 1.29869 1.85319 2.51745
H 2.62993 2.66327 1.75880
H 0.89842 2.72686 0.91515
H 2.90961 1.16542 -0.19291
H 2.12659 0.03331 1.13329
H 1.04467 0.32721 -1.52894
H 0.01479 1.31874 -0.71998
H -1.24215 0.24803 -2.20570
H -2.49414 -0.71812 -1.96964
H 0.33918 -1.19541 0.98112
H -2.49590 -2.96544 -0.92133
H -3.02639 -1.83419 0.37864
H -1.62051 -3.06347 0.46526
```

Results
gap between HOMO and LUMO (spin up / spin down)	10.88 / 7.61	eV
relative energy (zero: lowest compared OMol25 entry of this formula, charge and spin)	45.0	kcal per mole
electronic energy	-290.8070	hartree
2S+1	2
molar mass	99.18	g/mol
largest force on an atom	5.63	eV Å⁻¹
net charge	+1
LUMO (spin up / spin down)	-3.8 / -7.3	eV
HOMO level (spin up / spin down)	-14.6579 / -14.8939	eV

Here is the ion C6H13N with charge +1 from the OMol25 dataset. Energies are from the ωB97M-V functional and the def2-TZVPD basis.

Geometry as XYZ:
```
20
Properties=species:S:1:pos:R:3
C -0.23530 0.03714 2.66112
C -1.14988 1.08359 2.01651
C -1.26837 1.14814 0.45788
C -0.68505 0.12231 -0.35166
N -0.51683 -0.14218 -1.71755
C 0.86818 -0.21047 -2.34715
C 1.67069 -1.44864 -1.80832
H -0.87522 -0.89954 2.60190
H -0.10969 0.21837 3.67369
H 0.66403 0.01686 2.07319
H -2.10411 1.14702 2.52926
H -0.78997 2.14759 2.35165
H -1.72135 2.07875 0.07986
H -0.14441 -0.53531 0.29840
H -1.39162 -0.09863 -2.14829
H 1.36510 0.68587 -2.02756
H 0.74763 -0.33839 -3.45193
H 2.49639 -1.02448 -1.00612
H 0.92114 -2.08025 -1.29296
H 2.25865 -1.90773 -2.59191
```

Results
gap between HOMO and LUMO (spin up / spin down)	10.75 / 7.79	eV
relative energy (zero: lowest compared OMol25 entry of this formula, charge and spin)	54.0	kcal per mole
electronic energy	-290.7926	hartree
2S+1	2
molar mass	99.18	g/mol
largest force on an atom	4.09	eV Å⁻¹
net charge	+1
LUMO (spin up / spin down)	-3.7 / -7.3	eV
HOMO level (spin up / spin down)	-14.4153 / -15.0429	eV